--- P ---
Molecular formula: C3H5NS2
Method: DFT, ωB97M-V with the def2-TZVPD basis set

Computed properties:
orbital gap = 8.44 eV
structure (SMILES) = C=CN(S)C=S
E_LUMO = 0.0 eV
highest occupied orbital energy = -8.472 eV

Structure (ORCA input):
```
! wB97M-V def2-TZVPD RIJCOSX def2/J DEFGRID3
* xyz 0 1
C 1.065 0.316 -0.009
C 1.637 -0.921 -0.068
C -1.247 -0.495 0.052
H -2.139 1.895 -0.062
H 1.702 1.183 0.060
H 1.113 -1.851 -0.219
H 2.704 -1.014 0.095
H -0.745 -1.432 0.236
N -0.351 0.547 -0.030
S -0.852 2.222 -0.020
S -2.885 -0.449 -0.035
*
```

--- Q ---
Molecular formula: C3H5NS2
Method: DFT, ωB97M-V with the def2-TZVPD basis set

Computed properties:
orbital gap = 9.11 eV
structure (SMILES) = CSSCC#N
E_LUMO = 0.4 eV
highest occupied orbital energy = -8.662 eV

Structure (ORCA input):
```
! wB97M-V def2-TZVPD RIJCOSX def2/J DEFGRID3
* xyz 0 1
C -2.071 0.256 -0.306
C -1.668 -1.100 -0.222
C 2.127 0.847 0.340
N -2.360 1.341 -0.524
S 0.078 -1.308 0.394
S 1.093 -0.069 -0.864
H -2.179 -1.530 0.766
H -1.940 -1.616 -1.063
H 2.895 1.282 -0.323
H 2.548 0.142 1.036
H 1.477 1.756 0.766
*
```

--- R ---
Molecular formula: C3H5NS2
Method: DFT, ωB97M-V with the def2-TZVPD basis set

Computed properties:
orbital gap = 7.19 eV
structure (SMILES) = CC(=S)NC=S
E_LUMO = -1.0 eV
highest occupied orbital energy = -8.157 eV

Structure (ORCA input):
```
! wB97M-V def2-TZVPD RIJCOSX def2/J DEFGRID3
* xyz 0 1
C 1.793 0.018 -0.049
C -0.965 0.549 0.123
C -1.325 -0.851 0.108
N 0.804 0.934 -0.119
S 3.394 0.317 -0.029
S -1.782 1.906 0.230
H 1.654 -1.108 0.108
H -0.778 -1.445 -0.546
H -2.262 -0.766 -0.466
H -1.593 -1.377 0.988
H 1.058 1.823 -0.349
*
```

Name the least stable of them. R.

--- P ---
Molecular formula: H14NO5
Method: DFT, ωB97M-V with the def2-TZVPD basis set

Computed properties:
expectation value of S² = 0.750
orbital gap (spin up / spin down) = 2.90 / 11.63 eV
E_LUMO (spin up / spin down) = 0.5 / 0.4 eV
highest occupied orbital energy (spin up / spin down) = -2.383 / -11.234 eV

Structure (ORCA input):
```
! wB97M-V def2-TZVPD RIJCOSX def2/J DEFGRID3
* xyz 0 2
N 0.255 -0.710 -0.632
H -0.032 -0.850 -1.623
H 0.810 -1.514 -0.366
H -0.402 -0.365 0.035
H 1.057 -0.029 -0.634
H 3.281 1.419 0.553
H 1.796 1.467 0.884
O 2.399 0.906 0.448
H 2.188 2.866 2.884
H 0.828 3.667 2.762
O 1.275 2.813 2.508
H -3.916 -1.607 -1.734
H -2.929 -0.830 -0.692
O -2.949 -1.388 -1.534
H -0.672 -1.997 2.290
H -0.104 -0.742 2.736
O -0.387 -1.200 1.992
H -0.487 -0.216 -3.824
H -1.410 -1.066 -3.031
O -0.600 -0.625 -3.022
*
```

--- Q ---
Molecular formula: H14NO5
Method: DFT, ωB97M-V with the def2-TZVPD basis set

Computed properties:
expectation value of S² = 0.750
orbital gap (spin up / spin down) = 3.28 / 11.99 eV
E_LUMO (spin up / spin down) = 0.7 / 0.6 eV
highest occupied orbital energy (spin up / spin down) = -2.546 / -11.385 eV

Structure (ORCA input):
```
! wB97M-V def2-TZVPD RIJCOSX def2/J DEFGRID3
* xyz 0 2
N 0.693 -1.480 0.387
H 0.489 -1.404 -0.626
H 1.308 -0.887 0.982
H 0.927 -2.470 0.506
H -0.243 -1.297 0.841
H -2.230 -1.701 4.746
H -0.947 -0.958 5.045
O -1.703 -0.950 4.450
H 0.083 -3.103 -3.392
H 1.119 -1.981 -3.393
O 0.587 -2.531 -2.801
H 0.771 5.145 -4.713
H -0.681 4.836 -4.309
O 0.171 4.428 -4.496
H -2.056 0.212 1.241
H -1.706 -0.569 2.584
O -1.494 -0.459 1.641
H 1.167 2.329 0.699
H 2.315 1.414 0.116
O 1.431 1.428 0.493
*
```

Name the least stable of them. P.

--- P ---
Molecular formula: C2HN4
Method: DFT, ωB97M-V with the def2-TZVPD basis set

Computed properties:
expectation value of S² = 2.087
orbital gap (spin up / spin down) = 9.06 / 9.93 eV
E_LUMO (spin up / spin down) = -5.3 / -7.7 eV
highest occupied orbital energy (spin up / spin down) = -14.338 / -17.669 eV

Structure (ORCA input):
```
! wB97M-V def2-TZVPD RIJCOSX def2/J DEFGRID3
* xyz 1 3
C -0.096 -0.080 -0.113
C -0.866 0.657 0.652
N 0.832 -0.634 -0.582
N -1.809 1.167 1.256
N 2.319 -1.725 -1.905
N 1.563 -1.323 -1.146
H -1.943 1.937 1.837
*
```

--- Q ---
Molecular formula: C2HN4
Method: DFT, ωB97M-V with the def2-TZVPD basis set

Computed properties:
expectation value of S² = 2.049
orbital gap (spin up / spin down) = 6.93 / 5.96 eV
E_LUMO (spin up / spin down) = -6.7 / -10.6 eV
highest occupied orbital energy (spin up / spin down) = -13.627 / -16.554 eV

Structure (ORCA input):
```
! wB97M-V def2-TZVPD RIJCOSX def2/J DEFGRID3
* xyz 1 3
C 1.411 3.060 2.101
C 0.421 0.766 0.324
N 2.294 3.364 1.393
N 3.075 3.533 0.440
N 3.917 3.831 -0.217
N -0.131 -0.206 0.060
H -0.872 -0.789 -0.161
*
```

Name the least stable of them. Q.

--- P ---
Molecular formula: C2H12NO2S2
Method: DFT, ωB97M-V with the def2-TZVPD basis set

Computed properties:
orbital gap = 8.93 eV
E_LUMO = -3.2 eV
highest occupied orbital energy = -12.150 eV

Structure (ORCA input):
```
! wB97M-V def2-TZVPD RIJCOSX def2/J DEFGRID3
* xyz 1 1
N 0.426 -0.850 1.033
C 0.811 0.610 0.978
C -0.187 1.356 0.086
S 0.107 3.105 0.338
S -0.998 4.101 -1.044
H 0.773 -1.385 0.223
H -2.701 -1.537 -0.058
H 0.725 -1.327 1.874
H 1.728 0.577 0.403
H 0.764 1.039 1.955
H 0.046 1.132 -0.956
H -1.228 1.040 0.163
H -0.261 3.954 -2.156
H 2.296 -2.884 -1.359
H 1.825 -2.443 -2.712
O 1.541 -2.481 -1.793
H -2.785 -1.727 1.384
H -0.608 -1.040 0.882
O -2.274 -1.240 0.757
*
```

--- Q ---
Molecular formula: C2H12NO2S2
Method: DFT, ωB97M-V with the def2-TZVPD basis set

Computed properties:
orbital gap = 9.17 eV
E_LUMO = -3.3 eV
highest occupied orbital energy = -12.431 eV

Structure (ORCA input):
```
! wB97M-V def2-TZVPD RIJCOSX def2/J DEFGRID3
* xyz 1 1
N 0.514 -0.092 -0.651
C -0.417 -0.533 0.410
C -1.568 -1.374 -0.158
S -2.580 -0.256 -1.147
S -3.029 -1.427 -2.791
H 0.720 -0.844 -1.304
H 2.288 -0.697 2.279
H 0.157 0.766 -1.076
H -0.779 0.288 1.041
H 0.002 -1.184 1.183
H -1.180 -2.302 -0.567
H -2.251 -1.652 0.656
H -1.835 -1.374 -3.414
H 1.177 3.287 1.046
H 1.982 3.326 -0.204
O 1.262 2.843 0.191
H 2.361 0.900 2.444
H 1.345 0.203 -0.111
O 1.828 0.122 2.172
*
```

Name the least stable of them. Q.

--- P ---
Molecular formula: C2H6N3S
Method: DFT, ωB97M-V with the def2-TZVPD basis set

Computed properties:
orbital gap = 9.79 eV
E_LUMO = -4.9 eV
highest occupied orbital energy = -14.728 eV

Structure (ORCA input):
```
! wB97M-V def2-TZVPD RIJCOSX def2/J DEFGRID3
* xyz 1 1
C -0.499 -1.565 1.092
C 0.003 0.536 0.719
N 0.475 -0.655 1.091
N -1.316 0.623 0.617
N 0.998 0.513 -1.394
S -2.011 -0.998 0.666
H -0.363 -2.531 1.153
H 0.703 1.471 0.836
H -2.011 1.306 0.426
H 1.417 1.314 -1.849
H 0.772 0.044 -2.286
H 1.833 -0.059 -1.069
*
```

--- Q ---
Molecular formula: C2H6N3S
Method: DFT, ωB97M-V with the def2-TZVPD basis set

Computed properties:
orbital gap = 7.95 eV
E_LUMO = -6.3 eV
highest occupied orbital energy = -14.229 eV

Structure (ORCA input):
```
! wB97M-V def2-TZVPD RIJCOSX def2/J DEFGRID3
* xyz 1 1
C 1.739 -0.805 0.457
C -0.323 -0.989 -0.586
N 0.743 -1.521 0.204
N -0.387 0.431 -0.759
N -1.065 1.275 0.278
S 1.740 0.898 -0.169
H 2.647 -1.155 0.855
H -0.163 -1.230 -1.804
H -1.328 -1.454 -0.224
H -0.694 2.190 0.107
H -0.851 1.158 1.254
H -2.058 1.203 0.387
*
```

Name the least stable of them. Q.

--- P ---
Molecular formula: C4H12N2O3
Method: DFT, ωB97M-V with the def2-TZVPD basis set

Computed properties:
orbital gap = 9.83 eV
structure (SMILES) = NC(=O)NO.C=CC.O
E_LUMO = 0.7 eV
highest occupied orbital energy = -9.108 eV

Structure (ORCA input):
```
! wB97M-V def2-TZVPD RIJCOSX def2/J DEFGRID3
* xyz 0 1
C -0.610 2.013 0.162
C 0.669 1.644 0.258
C -1.574 2.000 1.299
O -2.174 -0.515 -0.615
H -1.958 -0.878 0.250
H -1.009 2.348 -0.785
H 0.380 -0.262 -0.089
H -2.485 1.487 1.003
H 1.369 1.815 -0.546
H 1.100 1.405 1.220
H -1.838 3.022 1.569
H -1.153 1.484 2.158
N 0.464 -1.325 -0.119
C 1.578 -1.926 -0.647
N 2.082 -1.301 -1.750
O 0.099 -1.842 1.147
O 2.098 -2.890 -0.111
H 0.768 -2.542 1.305
H -2.112 -1.287 -1.197
H 1.502 -0.660 -2.262
H 2.803 -1.790 -2.249
*
```

--- Q ---
Molecular formula: C4H12N2O3
Method: DFT, ωB97M-V with the def2-TZVPD basis set

Computed properties:
orbital gap = 10.38 eV
structure (SMILES) = C[C@H](N)C(=O)NCO.O
E_LUMO = 0.7 eV
highest occupied orbital energy = -9.670 eV

Structure (ORCA input):
```
! wB97M-V def2-TZVPD RIJCOSX def2/J DEFGRID3
* xyz 0 1
O -0.320 0.505 -1.620
C -0.384 0.003 -0.504
N -0.941 -1.218 -0.333
C -0.919 -2.028 0.861
O -2.204 -2.202 1.437
C 0.190 0.716 0.718
C 0.109 2.223 0.533
N 1.535 0.178 0.914
H -1.308 -1.659 -1.161
H -0.603 -3.030 0.589
H -0.225 -1.594 1.566
H -2.606 -1.339 1.600
H -0.402 0.445 1.592
H 0.724 2.552 -0.307
H -0.917 2.549 0.327
H 0.480 2.736 1.418
H 1.963 0.611 1.731
H 2.119 0.421 0.117
H 1.371 1.177 -1.973
H 2.691 1.270 -2.760
O 2.307 1.430 -1.894
*
```

Name the least stable of them. P.